Entry 1:
Computed, not measured: the molecule C4H5NO in a non-equilibrium geometry, with wB97M-V/def2-TZVPD.

Each line ends with the natural charge from an NBO analysis.
Cartesian coordinates (Å):
O -0.510 -0.305 -1.326  -0.46
N 2.438 -1.599 -0.369  -0.27
C 1.439 -1.035 -0.229  0.25
C 0.138 -0.386 -0.020  -0.02
C 0.225 0.981 0.637  -0.62
C -1.808 -0.288 -1.386  0.16
H 0.579 0.871 1.664  0.24
H -2.165 -0.249 -0.314  0.03
H -0.474 -1.071 0.574  0.23
H 0.905 1.642 0.099  0.23
H -0.767 1.438 0.670  0.23

## Properties
**Gap between HOMO and LUMO**: 9.4132 eV
**Total charge**: 0
**Highest occupied orbital energy**: -0.3406 Ha
**Relative energy (zero: lowest compared OMol25 entry of this formula, charge and spin)**: 87.6 kcal per mole

***

Entry 2:
Computed, not measured: a structure of composition C48H63IrP2, with wB97M-V/def2-TZVPD.

Each line ends with the Löwdin spin population.
Cartesian coordinates (Å):
Ir -0.064 -0.133 0.062  0.07
P -2.022 1.112 0.518  0.03
P 0.220 0.003 2.335  0.00
C -4.666 0.567 1.222  0.00
C -0.941 -2.303 -3.259  0.00
C 3.326 -0.410 -3.995  0.02
C -0.326 -4.099 1.359  0.03
C 2.145 0.637 -1.382  0.07
C 1.188 -4.190 -0.580  0.01
C -0.279 -0.423 -4.807  0.00
C 3.967 2.540 3.149  0.00
C 2.825 0.807 1.941  0.00
C 1.177 1.638 -1.188  0.04
C 1.696 1.981 3.709  0.00
C -5.738 -0.251 1.533  0.00
C 1.128 3.596 0.475  0.00
C -3.697 2.104 -1.499  0.00
C 3.966 1.562 2.165  0.00
C 1.355 -2.248 5.594  0.00
C 2.681 -1.301 -2.909  0.02
C -1.237 0.867 3.081  0.00
C -3.315 -1.372 0.770  0.00
C -5.603 -1.632 1.461  0.00
C 1.680 1.013 2.709  0.00
C 0.800 3.962 -1.966  0.00
C 2.159 -2.560 -3.603  0.00
C 0.293 -1.290 3.648  0.00
C -2.632 3.786 -0.164  0.00
C 1.517 3.105 -0.913  0.00
C 3.028 3.321 -1.069  0.00
C -4.335 3.089 -2.234  0.00
C -0.810 -2.112 3.875  0.00
C -0.016 1.120 -1.811  0.04
C 0.731 -3.286 0.586  0.04
C 2.833 2.746 3.921  0.00
C 1.374 -1.367 4.523  0.00
C -0.749 -0.785 -3.388  0.00
C 0.232 -0.169 -2.384  0.01
C 1.982 -2.998 1.409  0.00
C 1.657 -0.412 -2.201  0.20
C 0.254 -3.063 5.808  0.00
C -3.276 4.772 -0.898  0.00
C -0.829 -2.994 4.943  0.00
C -2.148 -0.188 -3.220  0.00
C -2.815 2.436 -0.470  0.01
C -4.117 4.428 -1.943  0.00
C 0.051 -2.082 -0.020  0.36
C -3.442 0.012 0.839  0.00
C -4.394 -2.191 1.079  0.00
C 3.800 -1.726 -1.937  0.00
C -1.812 1.927 2.157  0.01
H 1.679 3.069 1.252  0.00
H -0.288 3.896 -1.874  0.00
H 2.204 -2.293 6.262  0.00
H 0.155 -4.950 1.844  0.00
H 2.042 -3.760 -1.101  0.00
H -1.664 -2.087 3.208  0.00
H 1.494 -2.333 -4.435  0.00
H 0.237 -3.747 6.645  0.00
H 3.011 -3.101 -4.017  0.00
H 2.243 -0.741 4.373  0.00
H -0.124 0.655 -4.893  0.00
H -1.566 -2.534 -2.394  0.00
H 0.064 3.447 0.636  0.00
H 3.382 3.005 -2.052  0.00
H 2.598 -0.089 -4.738  0.00
H -1.473 -2.668 -4.138  0.00
H -2.365 -1.803 0.476  0.00
H -2.838 -0.704 -3.890  0.00
H -2.187 0.871 -3.467  0.00
H 1.797 -2.379 2.281  0.00
H -0.586 -2.463 -0.825  0.02
H -0.894 1.710 -2.009  0.00
H 3.397 -2.193 -1.038  0.00
H -0.832 -3.516 2.124  0.00
H 1.080 5.010 -1.846  0.00
H -2.502 -0.339 -2.198  0.00
H -1.042 -0.714 -5.531  0.00
H 1.336 4.663 0.568  0.00
H -1.979 0.086 3.239  0.00
H -6.681 0.188 1.828  0.00
H -5.016 2.807 -3.026  0.00
H 2.831 3.507 4.690  0.00
H -6.443 -2.269 1.700  0.00
H 1.502 -5.154 -0.178  0.00
H 1.642 -3.235 -2.923  0.00
H 4.451 -2.448 -2.430  0.00
H -0.971 1.240 4.070  0.00
H -1.693 -3.626 5.099  0.00
H 4.108 -0.973 -4.507  0.00
H -4.787 1.643 1.265  0.00
H 2.726 -2.496 0.790  0.00
H 3.589 2.780 -0.305  0.00
H 2.810 0.063 1.151  0.00
H -4.617 5.197 -2.515  0.00
H 3.168 0.718 -1.062  0.00
H -1.122 2.764 2.061  0.00
H 4.852 1.390 1.567  0.00
H 0.383 -4.371 -1.295  0.00
H 3.778 0.479 -3.555  0.00
H 4.851 3.140 3.317  0.00
H -2.000 4.094 0.654  0.00
H -1.077 -4.487 0.669  0.00
H 1.078 3.651 -2.975  0.00
H 0.826 2.158 4.325  0.00
H -0.015 -2.862 -3.176  0.00
H 4.427 -0.889 -1.636  0.00
H 0.647 -0.921 -5.089  0.00
H 2.420 -3.933 1.763  0.00
H -3.122 5.811 -0.642  0.00
H -2.775 2.303 2.510  0.00
H -4.287 -3.265 1.017  0.00
H 3.255 4.381 -0.952  0.00
H -3.920 1.068 -1.707  0.00

## Properties
**Gap between HOMO and LUMO (alpha / beta)**: 6.6732 / 6.9021 eV
**Total charge**: +1
**Expectation value of S²**: 0.790
**Highest occupied orbital energy (alpha / beta)**: -0.3370 / -0.3729 Ha
**Relative energy (zero: lowest compared OMol25 entry of this formula, charge and spin)**: 0.0 kcal per mole
**Spin multiplicity**: 2

***

Entry 3:
Computed, not measured: a cluster of 2 separate species, C3H11N3O2 in total in a non-equilibrium geometry, with wB97M-V/def2-TZVPD.

Each line ends with the natural charge from an NBO analysis.
Cartesian coordinates (Å):
O -0.932 3.905 -1.475  -0.95
O -1.876 -1.203 2.605  -0.66
N 1.925 -0.001 -1.523  -0.86
N -1.175 -0.597 0.585  -0.64
N 0.304 -1.645 2.235  -0.87
C -0.944 -1.146 1.816  0.77
C -0.397 -0.562 -0.681  -0.23
C 1.154 -0.699 -0.519  -0.21
H 1.369 -0.361 0.487  0.17
H -1.939 0.049 0.677  0.40
H 1.056 -0.977 2.251  0.38
H -0.531 0.462 -1.026  0.20
H -1.666 3.931 -2.100  0.48
H 0.183 -2.120 3.110  0.40
H -1.233 3.610 -0.614  0.47
H 2.069 -0.549 -2.331  0.37
H -0.780 -1.384 -1.274  0.20
H 1.892 1.006 -1.612  0.38
H 1.521 -1.718 -0.608  0.20

## Properties
**Gap between HOMO and LUMO**: 9.4367 eV
**Structure (SMILES)**: NCCNC(N)=O.O
**Total charge**: 0
**Highest occupied orbital energy**: -0.3304 Ha
**Relative energy (zero: lowest compared OMol25 entry of this formula, charge and spin)**: 27.7 kcal per mole

***

Q: What is the relative energy (zero: lowest compared OMol25 entry of this formula, charge and spin) in the second record?
A: 0.0 kcal per mole

***

Q: Among the records above, which one has the highest total charge?
A: C48H63IrP2

***

Q: Which of these has the highest total charge?
A: C48H63IrP2